[1]
The following is a quantum chemistry calculation of a structure of composition C25H46BLiN8O2S3Sb, from OMol25.

Structure (XYZ):
```
87
Properties=species:S:1:pos:R:3:forces:R:3
Li 1.25372 1.60443 -1.21449 -0.08 -0.15 -0.38
C 3.40445 -5.09790 -1.00923 0.01 0.01 -0.01
C 3.37718 -3.59729 -1.30058 -0.04 0.03 0.09
C 4.62492 -2.97525 -0.67529 0.04 0.00 0.01
C 3.33643 -3.39834 -2.81414 0.00 0.00 -0.06
N 2.15236 -3.00385 -0.69353 0.05 -0.08 -0.08
C 1.14605 -3.74565 -0.08662 0.06 0.04 0.03
C 0.14590 -2.89815 0.19899 0.03 0.07 -0.05
N 0.51177 -1.63567 -0.22172 -0.08 0.07 0.00
B -0.49391 -0.44950 -0.23363 -0.03 -0.10 0.13
N -1.86491 -0.95245 -0.75980 0.04 0.18 0.13
C -2.98905 -1.14061 0.01826 0.10 -0.07 -0.06
C -4.03569 -1.33616 -0.79766 0.04 -0.11 -0.08
N -3.55819 -1.27090 -2.10430 -0.15 0.21 -0.06
C -2.21037 -1.01640 -2.07050 0.04 -0.16 0.07
S -1.12660 -0.85688 -3.36254 0.06 0.03 0.09
C -4.41597 -1.22717 -3.31467 0.04 -0.11 0.07
C -4.00175 -2.34246 -4.27269 -0.03 -0.03 -0.07
C -4.29759 0.15088 -3.96354 0.01 0.03 -0.04
C -5.87369 -1.45211 -2.91490 0.02 -0.01 -0.01
N -0.70651 0.08800 1.21050 0.18 -0.09 -0.14
C -0.16225 -0.40180 2.37984 -0.05 0.03 -0.07
C -0.39613 0.49395 3.35599 -0.08 0.04 -0.02
N -1.09022 1.55512 2.78789 0.14 0.16 0.12
C -1.29048 1.29142 1.46011 -0.17 -0.06 0.02
S -2.19594 2.18834 0.34266 0.19 -0.03 -0.11
C -1.40288 2.84176 3.47485 -0.04 -0.14 -0.01
C -0.93425 2.75856 4.92653 -0.01 0.01 -0.02
C -2.91453 3.06075 3.46769 -0.06 0.07 0.03
C -0.65758 3.98348 2.78368 0.03 0.02 -0.03
C 1.74782 -1.69629 -0.77887 -0.08 -0.03 -0.07
S 2.63829 -0.41754 -1.47508 -0.11 -0.02 0.17
H 4.32534 -5.49966 -1.43146 0.00 -0.01 0.00
H 2.56912 -5.62350 -1.47393 -0.01 0.02 0.00
H 3.40971 -5.30379 0.06243 0.01 0.00 0.00
H 5.50853 -3.44805 -1.10899 0.01 0.02 0.01
H 4.63265 -3.15146 0.40188 0.00 -0.01 0.02
H 4.67038 -1.90365 -0.85400 -0.01 -0.04 -0.01
H 4.22509 -3.84952 -3.26016 0.00 -0.01 0.00
H 3.30868 -2.34185 -3.07063 0.01 -0.03 0.00
H 2.45106 -3.88098 -3.23236 0.00 0.00 0.00
H 1.22443 -4.79751 0.10229 0.01 -0.01 -0.03
H -0.81267 -3.09000 0.64810 -0.01 0.01 0.00
H -0.08198 0.41497 -0.93112 -0.18 -0.07 -0.07
H -2.95483 -1.09840 1.09191 0.01 0.03 0.00
H -5.06200 -1.52749 -0.55577 -0.03 0.04 -0.03
H -2.94857 -2.25887 -4.53337 -0.05 0.01 0.01
H -4.60399 -2.27375 -5.18132 0.00 -0.02 -0.01
H -4.17768 -3.31768 -3.81318 0.00 0.00 0.01
H -3.28627 0.32218 -4.32730 -0.03 -0.01 0.01
H -4.54077 0.92679 -3.23516 -0.02 0.01 0.00
H -4.99743 0.21846 -4.79922 0.00 0.01 -0.01
H -6.01242 -2.40751 -2.40578 0.00 0.00 0.00
H -6.46863 -1.47081 -3.82829 -0.01 0.00 0.01
H -6.25432 -0.64896 -2.28248 0.02 0.00 0.01
H 0.37588 -1.33178 2.42153 0.01 -0.01 -0.03
H -0.12029 0.46058 4.39148 0.02 0.04 0.01
H -1.42235 1.94683 5.46992 0.00 0.00 -0.01
H -1.20291 3.69593 5.41359 0.00 -0.01 0.01
H 0.14751 2.64528 4.99987 0.04 -0.01 -0.02
H -3.41828 2.25780 4.01177 0.01 0.00 0.01
H -3.29803 3.09420 2.44994 0.03 0.01 0.07
H -3.13593 4.00797 3.96362 -0.02 0.00 0.01
H 0.41264 3.77524 2.73925 0.01 -0.02 0.03
H -0.80842 4.90432 3.35121 -0.01 0.00 -0.01
H -1.00044 4.14142 1.76493 -0.02 -0.02 -0.02
N -0.10674 2.64947 -2.49038 0.00 -0.02 0.17
N 0.13546 3.99466 -2.12360 -0.06 0.03 -0.09
C 0.94025 4.20162 -0.96237 0.03 -0.02 0.01
O 0.86791 5.31539 -0.44234 -0.02 0.04 0.02
O 1.66358 3.21379 -0.62136 0.21 0.41 0.23
H -0.16251 2.57157 -3.49674 0.03 -0.05 0.03
H -0.96870 2.29772 -2.07531 0.00 0.00 -0.02
H -0.68031 4.59178 -2.10345 0.01 -0.05 0.02
C 4.53169 2.17904 0.73839 -0.03 -0.02 -0.04
Sb 2.75236 1.43397 1.67368 0.01 -0.05 0.02
C 3.15033 2.47307 3.53132 -0.05 0.02 0.02
C 3.72166 -0.37953 2.36905 0.00 0.03 0.04
H 5.36615 2.14783 1.44076 0.01 -0.01 -0.01
H 4.35484 3.19911 0.40164 -0.04 -0.01 0.00
H 4.75121 1.55392 -0.12732 0.03 0.02 0.00
H 4.19728 2.34279 3.80802 0.00 0.01 0.01
H 2.51833 2.06724 4.32272 -0.01 0.00 0.04
H 2.93339 3.53588 3.41941 0.01 0.00 0.00
H 4.65504 -0.14181 2.88292 0.00 -0.01 0.00
H 3.93615 -1.00638 1.50376 0.00 -0.02 -0.03
H 3.06945 -0.93222 3.04878 0.00 0.02 0.00
```
Forces are in eV/Å.

Properties
Orbital gap, Ha: 0.25877
HOMO energy, eV: -4.651
Total charge: -1
Energy relative to the best compared isomer or geometry (same formula, charge and spin), eV: 0.0000

***

[2]
The following is a quantum chemistry calculation of a structure of composition C25H46Cl2InN3O6Si in a non-equilibrium geometry, from OMol25.

Structure (XYZ):
```
84
Properties=species:S:1:pos:R:3:forces:R:3
C -1.30931 -0.63487 -3.40938 0.03 0.26 -0.19
C -0.84546 -1.96032 -2.89540 0.44 -1.10 0.14
H -1.07567 -0.49984 -4.47090 -0.13 0.07 0.23
H -0.82752 0.17933 -2.84637 -0.22 -0.21 -0.11
H -2.40082 -0.52563 -3.27956 0.38 -0.03 0.01
C -0.37244 -2.97545 -3.63678 -0.32 0.55 0.18
C -0.25455 -2.96058 -5.12320 0.08 -0.14 -0.36
H -0.09341 -3.91886 -3.15825 -0.09 0.33 -0.02
H -0.46645 -1.97483 -5.54807 0.03 -0.29 -0.01
H -0.95246 -3.68958 -5.55704 0.12 0.16 -0.07
H 0.75198 -3.25817 -5.44421 -0.11 0.03 0.00
In 0.06703 0.25367 0.53995 -1.54 -1.27 0.04
Cl -0.49214 2.08202 -0.90199 0.33 0.38 -0.20
C -0.34111 -2.42417 2.22260 1.07 1.45 -0.22
O 0.40678 -1.41204 2.07656 -0.65 -1.75 0.48
N 0.01489 -3.44063 3.00252 -0.07 -0.12 -0.04
C 1.35783 -3.51095 3.56647 -0.15 -0.04 0.08
C -0.89030 -4.54531 3.29551 0.09 -0.09 -0.05
H -1.32526 -2.50931 1.72150 0.37 0.10 0.27
H 1.90031 -2.59181 3.32336 -0.19 -0.29 0.09
H 1.88311 -4.38607 3.16147 -0.09 0.18 0.01
H 1.28009 -3.63747 4.65211 0.10 0.10 -0.12
H -1.87584 -4.35128 2.85101 0.36 -0.07 0.11
H -0.98979 -4.65761 4.38481 -0.04 0.09 -0.24
H -0.48661 -5.48317 2.88723 -0.17 0.28 0.08
H 0.89327 3.12887 5.51149 0.06 -0.09 -0.19
H -1.01695 4.65785 4.92885 0.05 -0.06 -0.23
C 1.26620 3.23191 4.48473 -0.11 0.09 0.14
C -0.64918 4.70930 3.89601 0.06 0.18 -0.12
N 0.15513 3.53420 3.58864 -0.12 0.14 0.03
H 1.76073 2.31408 4.16812 -0.15 0.13 0.00
C -0.15422 2.75960 2.55263 0.91 -1.98 -0.32
O 0.39749 1.63197 2.36031 -0.37 2.09 0.20
H -1.50373 4.75341 3.21337 0.17 0.00 0.17
H -0.92227 3.15491 1.86944 0.12 -0.23 0.15
H 1.98335 4.06207 4.47735 -0.13 -0.13 -0.09
H -0.06247 5.63041 3.78596 -0.06 -0.19 0.03
H 1.56371 -0.14662 -2.87436 0.26 0.08 0.28
H 2.47149 -2.76853 -2.56621 0.21 0.33 0.18
C 2.55832 0.10869 -2.47341 -0.19 -0.10 0.02
C 3.38052 -2.22892 -2.24455 0.00 -0.01 0.07
N 3.04669 -0.95960 -1.60293 -0.07 -0.06 0.69
H 2.50265 1.04043 -1.89877 -0.05 -0.28 -0.24
C 2.88798 -0.89443 -0.27402 -1.07 0.47 -0.50
O 2.31719 0.05565 0.32608 0.71 -0.65 -0.36
H 3.94077 -2.85282 -1.53636 -0.12 0.11 -0.25
H 3.27762 -1.76920 0.28278 -0.10 0.36 -0.19
H 3.25958 0.20321 -3.30977 -0.08 0.10 0.18
H 3.99090 -2.03407 -3.13428 -0.02 -0.06 0.27
O 0.15856 -1.39221 -0.81952 1.10 1.19 0.53
C -0.89311 -2.08135 -1.37441 -0.48 -0.18 -0.13
C 0.32895 -4.19091 -0.59395 -0.12 -0.10 0.19
C -0.86570 -3.51952 -0.84738 -0.53 0.41 -0.31
H 1.26750 -3.68026 -0.81327 -0.24 -0.14 0.11
C 0.30599 -5.47115 -0.03515 -0.12 0.23 -0.08
H -1.85406 -1.63040 -1.07168 0.12 -0.35 0.00
C -2.08958 -4.12964 -0.56943 0.24 -0.19 0.02
H 1.24899 -5.98361 0.17182 -0.33 0.05 -0.04
C -0.92147 -6.06901 0.26392 0.01 -0.18 0.02
C -2.11992 -5.40538 -0.01025 -0.01 0.04 0.03
H -3.00240 -3.57160 -0.79292 0.20 -0.24 0.17
H -0.94661 -7.05696 0.72885 0.02 0.23 -0.17
H -3.08188 -5.86655 0.22991 0.35 0.06 -0.07
Si -0.25435 6.31702 -2.50284 -0.12 0.12 0.29
Cl -0.54592 5.20287 -4.22847 -0.02 0.03 -0.17
C 1.57104 6.19923 -2.10271 -0.01 0.00 0.00
C -1.34388 5.53782 -1.19600 0.06 -0.04 -0.04
C -0.76313 8.09694 -2.83778 0.05 -0.06 -0.05
H 1.88264 5.14802 -2.04704 -0.08 0.22 0.02
H 1.78787 6.68013 -1.13987 -0.01 -0.08 -0.15
H 2.16836 6.69626 -2.87908 -0.13 -0.11 0.17
H -0.12820 8.55505 -3.60808 -0.14 -0.11 0.16
H -0.67170 8.69599 -1.91953 -0.02 -0.14 -0.19
H -1.80578 8.15023 -3.17844 0.23 -0.03 0.09
H -1.06448 4.48363 -1.05764 -0.09 0.33 -0.03
H -2.39888 5.56885 -1.50414 0.26 0.03 0.08
H -1.24442 6.05493 -0.23193 -0.03 -0.04 -0.15
C -1.91091 0.17338 3.86348 -0.41 0.36 -1.40
O -2.54494 0.44737 2.55904 -1.33 0.20 2.34
C -2.10918 -0.06708 1.41006 2.33 -1.22 -2.81
O -2.80820 -0.75813 0.66789 -0.29 1.12 1.72
H -2.24233 0.99438 4.50993 0.08 -0.31 -0.11
H -0.81953 0.16713 3.78278 -0.20 -0.08 -0.05
H -2.29698 -0.78489 4.22885 0.15 0.20 0.02
```
Forces are in eV/Å.

Properties
Orbital gap, Ha: 0.26489
HOMO energy, eV: -6.939
Total charge: 0
Energy relative to the best compared isomer or geometry (same formula, charge and spin), eV: 2.1514

***

| no. | LUMO (eV) | energy (eV) |
| --- | --- | --- |
| 1 | 2.4 | -82620.960 |
| 2 | 0.3 | -81526.280 |